1.
{"formula": "C3H8NO", "method": "ωB97M-V/def2-TZVPD", "species": ["C", "N", "H", "H", "H", "H", "O", "C", "C", "H", "H", "H", "H"], "xyz": [[-1.54, -1.70, 2.42], [-0.94, -1.21, 1.28], [-2.18, -1.02, 2.95], [-1.48, -2.74, 2.67], [-1.17, -0.30, 0.94], [-0.34, -1.76, 0.71], [-0.24, 0.80, -0.77], [0.57, 1.06, -1.63], [2.04, 1.18, -1.42], [0.18, 1.21, -2.66], [2.24, 2.09, -0.84], [2.57, 1.27, -2.37], [2.41, 0.35, -0.84]], "nbo_charge": [-0.316, -0.798, 0.166, 0.168, 0.402, 0.378, -0.541, 0.452, -0.731, 0.106, 0.249, 0.222, 0.245], "orbital_gap_ev": [6.48, 11.08], "mol_weight_g_mol": 74.10, "spin_multiplicity": 2}

2.
{"formula": "C3H8NO", "method": "ωB97M-V/def2-TZVPD", "species": ["C", "C", "C", "N", "H", "H", "H", "H", "H", "H", "H", "H", "O"], "xyz": [[-1.25, 0.24, 0.68], [-2.24, 0.90, 1.27], [0.66, 0.62, -0.74], [-0.44, 1.03, -0.23], [-0.83, -0.74, 0.81], [-2.19, 1.99, 1.24], [-3.13, 0.43, 1.65], [1.25, 1.27, -1.35], [0.91, -0.42, -0.52], [-0.59, 2.03, -0.09], [3.36, -2.69, -0.68], [1.89, -2.56, -1.26], [2.60, -2.10, -0.78]], "nbo_charge": [-0.066, -0.295, 0.133, -0.410, 0.238, 0.211, 0.259, 0.243, 0.241, 0.442, 0.501, 0.477, -0.973], "orbital_gap_ev": 9.62, "mol_weight_g_mol": 74.10, "total_charge": 1}

3.
{"formula": "C3H8NO", "method": "ωB97M-V/def2-TZVPD", "species": ["C", "C", "N", "C", "O", "H", "H", "H", "H", "H", "H", "H", "H"], "xyz": [[-1.47, -0.48, 0.10], [-0.16, -0.05, -0.55], [0.65, 1.16, -0.20], [1.26, -0.05, 0.34], [2.44, -0.42, -0.18], [-2.33, 0.06, -0.30], [-1.32, -0.87, 1.15], [-1.54, -1.51, -0.30], [0.11, -0.24, -1.57], [0.91, 1.64, -1.02], [0.37, 1.91, 0.40], [1.16, -0.10, 1.41], [2.80, -1.30, -0.07]], "nbo_charge": [-0.680, -0.049, -0.547, 0.290, -0.690, 0.263, 0.264, 0.266, 0.239, 0.450, 0.444, 0.211, 0.538], "orbital_gap_ev": 11.89, "mol_weight_g_mol": 74.10, "total_charge": 1, "smiles": "C[C@H]1[NH2+][C@@H]1O"}

4.
{"formula": "C3H8NO2", "method": "ωB97M-V/def2-TZVPD", "species": ["N", "C", "C", "O", "C", "O", "H", "H", "H", "H", "H", "H", "H", "H"], "xyz": [[-1.19, -0.96, 0.36], [-0.33, 0.22, 0.11], [0.45, 0.64, 1.50], [1.69, 1.00, 1.30], [0.69, -0.14, -0.97], [0.02, 0.09, -2.31], [-1.42, -1.38, -0.53], [-0.84, -1.58, 1.07], [-0.98, 1.04, -0.21], [-0.15, 1.49, 1.95], [0.31, -0.31, 2.12], [1.62, 0.40, -1.12], [0.84, -1.21, -1.07], [-0.72, 0.68, -2.20]], "nbo_charge": [-0.881, -0.132, 0.030, -0.935, -0.062, -0.798, 0.345, 0.356, 0.151, 0.073, 0.041, 0.205, 0.158, 0.450], "orbital_gap_ev": 6.57, "mol_weight_g_mol": 90.10, "total_charge": -1, "smiles": "N[C@@H](C[O-])CO"}

ΔE to the lowest compared entry with this formula, charge and spin
In order: 0.89, 34.84, 42.24, 74.36
Unit: kcal/mol